Below is a cluster of 8 separate species, C53H79ClO18 in total, with properties calculated with ωB97M-V with the def2-TZVPD basis set.

CARTESIAN COORDINATES (ANGSTROEM)
C (8.53, 0.81, 0.50)
C (8.01, 0.06, 1.29)
C (7.35, -0.82, 2.26)
C (6.31, -0.02, 3.07)
C (5.12, -0.86, 3.57)
C (4.18, -1.31, 2.47)
C (4.45, -2.54, 1.86)
C (3.65, -3.03, 0.85)
C (2.54, -2.33, 0.43)
C (2.24, -1.10, 1.02)
C (3.07, -0.58, 2.03)
C (2.71, 0.78, 2.61)
C (3.40, 1.90, 1.78)
C (2.49, 3.11, 1.52)
Cl (3.42, 4.65, 1.66)
C (1.02, -0.40, 0.51)
O (0.94, 0.81, 0.40)
C (-0.12, -1.27, 0.08)
C (-1.46, -0.89, 0.25)
C (-1.81, 0.43, 0.89)
C (-3.22, 0.57, 1.46)
O (-3.31, 0.09, 2.82)
C (-2.78, 0.92, 3.74)
O (-3.18, 2.02, 3.97)
C (-2.42, -1.79, -0.21)
C (-2.08, -3.00, -0.81)
C (-0.76, -3.36, -0.99)
C (0.22, -2.48, -0.52)
C (1.65, -2.84, -0.66)
O (2.07, -3.52, -1.57)
H (8.76, 1.62, -0.15)
H (8.10, -1.23, 2.93)
H (6.89, -1.64, 1.70)
H (5.98, 0.84, 2.49)
H (6.81, 0.39, 3.94)
H (5.51, -1.76, 4.05)
H (4.62, -0.30, 4.35)
H (5.31, -3.12, 2.17)
H (3.90, -3.98, 0.38)
H (3.07, 0.87, 3.64)
H (1.63, 0.91, 2.61)
H (4.33, 2.19, 2.26)
H (3.68, 1.48, 0.81)
H (2.14, 3.08, 0.49)
H (1.64, 3.15, 2.19)
H (-1.12, 0.57, 1.73)
H (-1.59, 1.24, 0.21)
H (-3.98, 0.05, 0.89)
H (-3.49, 1.63, 1.45)
H (-1.94, 0.51, 4.32)
H (-3.47, -1.58, -0.11)
H (-2.85, -3.67, -1.17)
H (-0.49, -4.29, -1.48)
O (4.34, -10.16, -2.21)
C (4.15, -8.97, -2.27)
O (3.14, -8.44, -1.57)
C (2.92, -7.02, -1.46)
C (2.11, -6.49, -2.62)
C (4.97, -8.09, -3.19)
H (3.86, -6.49, -1.32)
H (2.35, -6.90, -0.53)
H (2.64, -6.62, -3.57)
H (1.90, -5.43, -2.48)
H (1.17, -7.03, -2.69)
H (4.56, -8.16, -4.20)
H (5.99, -8.47, -3.20)
H (5.00, -7.05, -2.89)
O (-2.02, 1.73, -1.89)
C (-2.28, 2.91, -1.95)
O (-3.30, 3.38, -1.21)
C (-3.59, 4.77, -1.07)
C (-4.42, 5.29, -2.22)
C (-1.54, 3.84, -2.88)
H (-2.67, 5.34, -0.93)
H (-4.14, 4.85, -0.14)
H (-3.89, 5.21, -3.17)
H (-4.67, 6.34, -2.06)
H (-5.34, 4.72, -2.31)
H (-1.97, 3.76, -3.88)
H (-0.50, 3.52, -2.92)
H (-1.55, 4.88, -2.57)
O (-1.78, -2.94, -4.78)
C (-0.81, -2.24, -4.92)
O (-0.39, -1.98, -6.18)
C (0.65, -1.04, -6.46)
C (2.02, -1.67, -6.35)
C (-0.02, -1.73, -3.75)
H (0.55, -0.15, -5.84)
H (0.48, -0.73, -7.49)
H (2.22, -2.02, -5.33)
H (2.80, -0.96, -6.63)
H (2.10, -2.54, -7.00)
H (0.66, -2.52, -3.42)
H (-0.71, -1.50, -2.94)
H (0.55, -0.83, -3.95)
O (-0.52, -7.89, -0.52)
C (-0.75, -8.77, -1.30)
O (-1.31, -8.45, -2.49)
C (-1.48, -9.39, -3.55)
C (-2.75, -10.20, -3.40)
C (-0.50, -10.22, -0.96)
H (-0.59, -10.02, -3.65)
H (-1.54, -8.78, -4.45)
H (-2.73, -10.81, -2.49)
H (-2.88, -10.87, -4.25)
H (-3.61, -9.54, -3.34)
H (-1.33, -10.58, -0.37)
H (0.41, -10.26, -0.36)
H (-0.36, -10.86, -1.82)
O (-2.64, 6.15, -5.36)
C (-2.90, 7.33, -5.41)
O (-3.92, 7.80, -4.68)
C (-4.20, 9.20, -4.53)
C (-5.03, 9.73, -5.68)
C (-2.15, 8.26, -6.34)
H (-3.28, 9.76, -4.39)
H (-4.76, 9.27, -3.60)
H (-4.51, 9.65, -6.63)
H (-5.28, 10.78, -5.51)
H (-5.96, 9.16, -5.77)
H (-2.58, 8.17, -7.34)
H (-1.11, 7.94, -6.38)
H (-2.17, 9.30, -6.04)
O (5.74, 2.49, 6.63)
C (4.66, 2.84, 7.01)
O (3.64, 1.95, 6.97)
C (2.35, 2.21, 7.53)
C (1.48, 2.97, 6.56)
C (4.38, 4.26, 7.44)
H (2.44, 2.71, 8.50)
H (1.93, 1.22, 7.72)
H (1.90, 3.95, 6.33)
H (0.48, 3.11, 6.96)
H (1.41, 2.42, 5.62)
H (4.21, 4.87, 6.55)
H (5.27, 4.64, 7.95)
H (3.54, 4.37, 8.12)
O (-7.49, 5.10, 7.69)
C (-7.23, 4.50, 6.68)
O (-5.98, 4.56, 6.20)
C (-5.52, 3.76, 5.10)
C (-5.85, 4.39, 3.77)
C (-8.29, 3.74, 5.91)
H (-5.90, 2.74, 5.18)
H (-4.44, 3.70, 5.22)
H (-6.92, 4.48, 3.62)
H (-5.44, 3.79, 2.96)
H (-5.42, 5.39, 3.71)
H (-8.83, 4.45, 5.29)
H (-8.98, 3.31, 6.63)
H (-7.90, 2.94, 5.29)

**LUMO level**: -0.0270 Eh
**Orbital gap**: 8.6 eV
**SMILES string**: C#CCCCc1ccc2c(c1CCCCl)C(=O)c1c(CCOC=O)cccc1C2=O.CCOC(C)=O.CCOC(C)=O.CCOC(C)=O.CCOC(C)=O.CCOC(C)=O.CCOC(C)=O.CCOC(C)=O
**Energy**: -3881.4191 a.u.
**E_HOMO**: -9.364 eV